Entry 1:
Computed, not measured: 7 unconnected molecules or ions with the total composition C24H48NO27S6, with the ωB97M-V functional and the def2-TZVPD basis.

The geometry in XYZ format:
```
106
Properties=species:S:1:pos:R:3:forces:R:3
C 3.593420 0.677431 -2.187972 -0.074 -0.111 -0.816
C 3.004087 1.717669 -3.151884 0.481 0.384 0.905
O 1.874872 2.275693 -2.497671 0.234 0.181 -0.459
C 1.168465 3.260740 -3.271143 -0.621 -1.102 -0.028
C -0.215717 2.690677 -3.622000 -0.577 0.882 0.043
C -1.389502 3.647700 -3.309301 0.326 -0.338 -0.381
C -2.701911 2.866431 -3.450510 0.305 0.764 0.051
C -3.925299 3.646417 -2.922555 0.179 -0.584 0.629
N -3.860587 3.807875 -1.486345 -0.225 0.131 -0.244
C -4.922651 3.122164 -0.827778 0.814 0.305 -0.085
C -4.727801 1.580582 -0.655738 -0.611 0.174 0.785
O -5.918271 0.832246 -1.125931 0.356 -0.117 -0.360
C -5.529866 -0.302934 -1.749446 -0.220 0.175 0.024
O -5.290796 -1.317075 -1.149845 0.080 -0.319 0.090
C -5.457728 -0.175239 -3.257310 0.430 -0.129 0.323
C -4.560605 -1.247750 -3.910129 -0.642 0.427 -0.024
H 3.117545 0.837173 -1.221191 0.226 -0.230 0.052
H 4.679689 0.753994 -2.113440 -0.105 0.148 0.179
H 3.391368 -0.328060 -2.567344 -0.192 0.008 0.354
H 3.737500 2.532051 -3.285636 -0.035 -0.132 -0.321
H 2.768172 1.285292 -4.132097 -0.172 0.124 0.069
H 1.705780 3.470527 -4.202868 0.198 0.250 0.251
H 1.064286 4.158896 -2.656463 0.089 0.011 -0.098
H -0.422014 1.780333 -3.056650 0.436 -0.012 -0.009
H -0.268361 2.441040 -4.688191 0.073 -0.185 0.105
H -1.361424 4.490953 -4.015713 -0.131 -0.005 0.115
H -1.286001 4.062056 -2.301859 -0.170 -0.157 0.011
H -2.785174 2.582430 -4.514916 -0.188 -0.135 0.144
H -2.581137 1.979488 -2.819501 -0.204 -0.141 -0.248
H -4.820018 3.057244 -3.226180 -0.045 0.269 -0.145
H -3.974470 4.624660 -3.445839 -0.002 -0.126 -0.125
H -4.975014 3.527116 0.196840 -0.234 -0.070 -0.069
H -5.918676 3.274145 -1.303989 -0.032 -0.227 0.090
H -3.817415 1.207606 -1.130923 -0.176 0.182 -0.336
H -4.646775 1.327604 0.410342 0.086 -0.018 -0.086
H -5.093804 0.832568 -3.471723 -0.118 -0.042 -0.005
H -6.493997 -0.229685 -3.606458 0.088 0.094 -0.055
H -3.894447 -0.737391 -4.607990 0.034 -0.332 -0.071
H -5.203016 -1.963369 -4.430092 0.326 -0.084 -0.110
H -3.978161 -1.784890 -3.163113 -0.022 0.083 -0.048
C 3.127575 -0.946090 2.601976 0.359 0.094 0.260
C 3.855548 0.151190 3.344125 -0.310 0.591 -0.179
O 5.241916 0.002724 2.961726 -0.168 -0.609 -0.035
S 5.299186 -0.535183 1.455678 -0.490 0.290 0.336
O 5.488988 0.579906 0.596061 0.337 -0.149 -0.275
O 6.143409 -1.676144 1.412075 0.242 0.135 -0.111
O 3.783417 -0.995744 1.322833 0.117 0.234 -0.120
H 3.250993 -1.900387 3.086845 0.143 -0.076 -0.031
H 2.070483 -0.734099 2.474492 0.050 0.053 -0.243
H 3.744788 0.070571 4.422316 0.290 -0.087 0.008
H 3.523464 1.133229 3.013099 -0.043 0.022 0.064
C 4.798594 4.629710 -0.743868 0.074 -0.451 0.210
C 3.288457 4.590564 -0.675644 -0.140 0.071 -0.379
O 2.969923 5.189579 0.591557 2.260 0.641 -0.779
S 4.046130 6.308880 0.930635 -0.097 -0.436 -0.395
O 3.539506 7.584147 0.563389 0.147 0.185 0.174
O 4.557017 6.062156 2.233383 -0.096 0.195 0.126
O 5.156713 5.888078 -0.151660 -0.173 0.165 -0.082
H 5.244593 3.829176 -0.149366 -0.024 -0.024 -0.029
H 5.171820 4.574616 -1.763491 0.057 0.222 0.019
H 2.891856 3.579131 -0.728013 -0.131 0.052 0.190
H 2.835215 5.197672 -1.461469 0.019 -0.021 -0.031
C -1.555595 -4.223203 3.727935 -0.428 0.074 0.195
C -1.498887 -2.856655 3.079277 0.086 -0.175 -0.511
O -0.603580 -2.105866 3.919172 -0.053 -0.163 0.348
S 0.508571 -3.080836 4.521740 -0.528 -0.095 -0.333
O 1.680958 -2.981757 3.722692 -0.234 -0.455 0.525
O 0.549402 -2.901411 5.927851 0.240 0.116 0.043
O -0.213289 -4.461981 4.182051 0.135 0.196 -0.199
H -2.216329 -4.229704 4.596946 0.000 0.010 -0.016
H -1.862523 -5.001605 3.034276 0.253 -0.096 0.013
H -2.469599 -2.372293 3.029633 0.092 0.181 0.170
H -1.066877 -2.905066 2.078194 -0.041 -0.012 -0.005
C 1.537635 -9.369783 5.144319 0.384 0.086 -0.239
C 1.401993 -8.054102 5.880438 -0.121 -0.161 0.442
O 0.520150 -7.279401 5.061325 0.142 -0.194 -0.306
S -0.533371 -8.242543 4.340425 0.348 0.002 0.260
O -1.739486 -8.242654 5.087119 -0.164 -0.057 -0.179
O -0.511395 -7.970637 2.950059 -0.203 0.135 -0.029
O 0.229208 -9.625849 4.618444 -0.128 0.146 0.236
H 2.234203 -9.289466 4.307423 0.014 0.019 0.026
H 1.846969 -10.182600 5.796111 -0.225 -0.093 -0.027
H 2.351732 -7.541305 6.004186 -0.086 0.180 -0.176
H 0.931538 -8.189099 6.857007 0.043 -0.029 0.005
C 0.081415 -3.517433 -5.537656 0.127 -0.384 0.152
C -1.412855 -3.592519 -5.301705 -0.180 0.249 -0.394
O -1.596497 -3.033832 -4.000024 0.379 -0.202 0.128
S -0.503199 -1.885343 -3.744094 -0.085 -0.118 -0.182
O -1.082844 -0.627789 -4.030502 0.118 0.134 0.079
O 0.152334 -2.161698 -2.519639 -0.076 0.061 0.115
O 0.478084 -2.271495 -4.961192 -0.279 0.073 -0.071
H 0.607624 -4.320745 -5.016523 -0.031 -0.024 -0.023
H 0.338705 -3.541512 -6.593741 0.060 0.217 0.020
H -1.791855 -4.610596 -5.333083 -0.039 0.017 0.243
H -1.962260 -2.977464 -6.018730 0.026 -0.036 -0.036
C -1.290041 3.230883 3.608581 -0.071 -0.294 0.330
C -0.553431 4.336077 4.335333 -0.264 0.377 -0.160
O 0.819995 4.148223 3.970864 0.001 -0.408 0.030
S 0.899184 3.574786 2.473758 -0.533 0.111 0.042
O 1.156222 4.632861 1.575647 -1.673 -0.557 0.772
O 1.724956 2.417774 2.478844 0.124 -0.082 0.095
O -0.633776 3.131936 2.344674 0.244 0.199 0.033
H -1.185221 2.274719 4.127725 -0.015 0.025 0.029
H -2.344714 3.452313 3.467191 0.050 0.025 -0.258
H -0.669858 4.278251 5.414289 0.253 -0.069 0.014
H -0.867531 5.322331 3.987230 -0.049 -0.027 0.001
```
Positions in Å, forces in eV/Å.

total charge = -1
spin multiplicity = 1
HOMO level = -1.94 eV
orbital gap = 3.4 eV
energy relative to the best compared isomer or geometry (same formula, charge and spin) = 0.0000 eV
E = -147442.7076 eV
molar mass = 975.03 g mol⁻¹

---

Entry 2:
Computed, not measured: a molecular structure, C32H28FeN5O3S5, with the ωB97M-V functional and the def2-TZVPD basis.

The geometry in XYZ format:
```
74
Properties=species:S:1:pos:R:3:forces:R:3
Fe 0.188195 1.276643 -0.014146 0.559 -0.502 1.366
C 4.197539 1.448612 1.997466 -0.006 0.062 0.062
C 3.098435 1.664085 0.983181 -0.056 0.133 -0.137
N 1.856736 1.455579 1.305735 -0.083 -0.119 -0.249
N 1.693026 1.147666 2.664313 -0.110 0.094 -0.200
C 0.506757 0.760045 2.956745 0.225 -0.063 0.148
S -0.803020 0.551096 1.897638 -0.464 0.009 0.262
S 0.258426 0.283372 4.672020 -0.058 -0.003 -0.030
C 0.379845 -1.523800 4.423748 0.024 -0.050 -0.068
C 1.794346 -2.015342 4.506968 0.055 0.032 -0.035
C 2.567021 -2.103986 3.351516 -0.034 0.076 0.043
C 3.892439 -2.506110 3.420005 -0.004 -0.010 -0.003
C 4.464365 -2.829466 4.643196 0.014 -0.006 -0.022
C 3.701166 -2.744018 5.799951 0.000 -0.003 0.014
C 2.377291 -2.336692 5.729448 -0.016 -0.035 -0.006
C 3.504058 2.107093 -0.347131 -0.040 -0.133 0.038
C 4.839017 2.498690 -0.568944 0.044 0.009 -0.017
C 5.307165 2.912475 -1.794173 -0.003 -0.018 0.053
C 4.414660 2.934382 -2.878658 -0.030 0.000 -0.038
C 3.104874 2.586823 -2.707979 0.023 0.044 -0.020
C 2.583956 2.192572 -1.435181 -0.026 0.000 0.136
O 1.341366 1.956827 -1.361964 -0.430 0.172 -0.647
H 3.852371 0.832432 2.818138 -0.017 -0.014 -0.008
H 4.523764 2.405625 2.412685 0.000 0.002 -0.008
H 5.052062 0.979617 1.512936 -0.004 -0.009 0.018
H -0.046479 -1.734123 3.441743 -0.058 -0.007 0.029
H -0.252477 -1.998045 5.175077 0.030 0.055 0.062
H 2.122487 -1.847422 2.397235 0.025 -0.004 0.066
H 4.479240 -2.561552 2.510930 0.007 -0.002 -0.001
H 5.499955 -3.143831 4.695223 0.001 0.004 0.003
H 4.140050 -2.989956 6.759985 0.001 -0.001 0.000
H 1.787643 -2.255950 6.636490 -0.005 0.000 0.000
H 5.531502 2.500022 0.261954 0.004 -0.023 -0.017
H 6.340476 3.213082 -1.914004 -0.001 0.003 -0.003
H 4.763065 3.236609 -3.861447 0.004 0.003 0.006
H 2.393026 2.608863 -3.523340 -0.004 0.008 0.005
C -3.221711 -1.476226 -1.031867 -0.006 0.032 0.018
C -1.873573 -0.933240 -0.632490 0.214 0.050 -0.098
N -1.635183 0.335192 -0.663274 0.167 0.126 -0.798
N -2.744311 1.123332 -0.961426 0.129 0.392 0.413
C -2.621839 1.957717 -1.946582 -0.097 -0.230 -0.027
S -1.434265 2.081925 -3.132179 0.113 -0.012 -0.075
S -4.063733 3.065490 -1.957716 -0.057 -0.053 -0.021
C -4.552570 2.874866 -3.695150 0.037 0.072 -0.064
C -5.205955 1.550349 -3.966040 0.011 -0.023 0.064
C -4.432832 0.438984 -4.301623 -0.028 0.000 -0.017
C -5.028725 -0.799651 -4.492000 -0.010 -0.001 -0.011
C -6.402679 -0.949392 -4.358693 -0.001 -0.019 0.001
C -7.180177 0.152649 -4.028285 -0.003 0.003 -0.003
C -6.582705 1.388621 -3.830650 -0.004 0.005 -0.030
C -0.855999 -1.912371 -0.213360 0.031 0.021 0.043
C -1.244162 -3.208652 0.137312 -0.011 0.032 0.021
C -0.335511 -4.187598 0.502129 0.017 0.036 -0.005
C 1.023409 -3.872656 0.486962 0.002 -0.058 0.008
C 1.442897 -2.610133 0.135710 -0.026 0.024 -0.118
C 0.527522 -1.580819 -0.198631 -0.156 -0.145 -0.059
O 0.981810 -0.419870 -0.517474 0.170 0.252 0.142
H -3.799117 -0.727470 -1.561633 -0.002 -0.011 -0.011
H -3.782300 -1.769968 -0.139629 -0.016 0.017 -0.004
H -3.095276 -2.360739 -1.656736 0.003 -0.004 0.007
H -3.645441 2.996468 -4.289846 -0.007 0.010 0.008
H -5.237904 3.695622 -3.914758 -0.005 0.008 0.032
H -3.357345 0.556323 -4.379159 -0.008 0.004 0.009
H -4.409818 -1.655203 -4.735356 -0.006 -0.005 0.001
H -6.863679 -1.919764 -4.501100 -0.001 0.001 -0.005
H -8.253156 0.046945 -3.915094 0.001 -0.001 0.003
H -7.189369 2.243552 -3.551595 0.004 0.002 0.004
H -2.297366 -3.458960 0.136416 0.000 0.004 0.011
H -0.677080 -5.174786 0.787176 0.005 -0.002 0.000
H 1.757687 -4.622587 0.764222 -0.003 0.002 -0.006
H 2.494599 -2.346792 0.113668 0.000 -0.014 -0.010
O -0.148704 5.212468 1.661851 -0.081 -0.099 0.065
S -0.998286 4.300516 0.871575 0.299 -0.052 -0.231
N -0.511518 3.003957 0.407954 -0.240 -0.067 -0.058
```
Positions in Å, forces in eV/Å.

total charge = -2
spin multiplicity = 2
HOMO level (spin up / spin down) = -2.10 / -2.11 eV
orbital gap (spin up / spin down) = 6.3 / 6.3 eV
energy relative to the best compared isomer or geometry (same formula, charge and spin) = 0.3898 eV
E = -135796.1465 eV
molar mass = 746.79 g mol⁻¹